Entry from OMol25: C20H68N4NaO14 as an isolated structure in a non-equilibrium geometry (wB97M-V/def2-TZVPD).

XYZ file:
```
107
Properties=species:S:1:pos:R:3:forces:R:3
Na 0.48730 0.36975 -0.95838 -0.176 0.166 -0.254
C -2.62844 -3.05703 -2.90222 1.715 -0.761 0.963
C -2.06739 -1.77808 -2.22439 -2.025 0.493 0.439
C -2.82150 -1.56120 -0.83984 0.523 -0.595 -1.296
O -4.22072 -1.48030 -0.91845 -0.480 1.251 -0.098
C -4.64900 -0.10880 -1.02536 1.294 0.059 0.966
N -0.65266 -1.64772 -1.89125 -0.977 -0.581 1.427
H -3.65564 -2.91529 -3.14394 -0.808 0.257 -0.204
H -2.57029 -3.97009 -2.25445 0.076 0.825 -0.380
H -2.07315 -3.27163 -3.81875 -0.074 0.032 -0.054
H -2.30378 -1.00168 -2.96409 0.000 0.322 0.440
H -2.38474 -0.71395 -0.30869 -0.016 0.203 0.038
H -2.62885 -2.48007 -0.29544 0.241 -0.024 0.288
H -5.70612 -0.02399 -1.06497 -0.961 -0.419 -0.229
H -4.20563 0.37895 -1.88579 0.066 0.040 -0.343
H -4.33552 0.48609 -0.12818 0.000 -0.541 -0.475
H -0.50719 -2.31569 -1.12405 0.323 0.193 -0.226
H -0.13110 -1.99546 -2.64599 1.172 -0.457 -1.245
C 0.14706 -6.93762 -0.33401 -0.037 0.480 1.025
C -0.61527 -5.63312 -0.19422 2.005 0.193 -0.983
C -2.06540 -5.87887 -0.17832 -1.275 0.661 1.731
O -2.71514 -4.62879 0.06875 -0.926 -0.905 0.005
C -4.14442 -4.83640 0.07739 0.018 -0.139 0.095
N -0.07736 -4.80873 0.98076 -0.640 -0.513 -2.078
H -0.28063 -7.62881 -1.03494 -0.178 -0.168 -0.463
H 0.13376 -7.38846 0.63698 -0.228 -0.747 0.702
H 1.19210 -6.78813 -0.50553 0.604 0.267 -0.598
H -0.47574 -5.09649 -1.16826 0.400 0.351 1.040
H -2.36417 -6.58464 0.60267 0.061 -0.153 0.199
H -2.43466 -6.27216 -1.10329 0.064 -0.371 -0.862
H -4.52188 -5.25346 1.04590 0.551 0.016 -0.747
H -4.45470 -5.47932 -0.78390 0.230 0.370 0.700
H -4.60179 -3.86700 -0.04196 -0.117 0.354 -0.119
H -0.77095 -4.07435 1.01463 -0.135 0.192 0.979
H 0.01326 -5.33554 1.84983 -0.645 0.037 -0.302
C -1.32496 -0.96593 3.31361 -1.589 2.212 -0.519
C -1.32752 0.49606 2.63912 -1.302 -2.777 1.782
C -2.75098 1.02171 2.72308 -0.008 3.152 0.893
O -2.68437 2.26573 1.87790 -0.702 -1.225 0.392
C -3.89058 3.02723 1.96393 0.776 -0.473 -0.949
N -0.38174 1.40277 3.22238 -1.489 1.334 0.597
H -1.67356 -0.90895 4.35133 0.542 -0.073 -0.120
H -0.40886 -1.42126 3.14659 2.191 -0.585 0.412
H -1.97937 -1.65765 2.79442 -0.658 0.265 -0.302
H -1.11772 0.36003 1.62767 0.308 -0.528 -2.034
H -2.95431 1.41230 3.77382 0.378 -0.541 -0.960
H -3.65976 0.43304 2.48266 0.993 -0.215 -0.493
H -4.71983 2.57665 1.42467 -0.010 -0.123 -0.375
H -3.71052 4.03950 1.62605 0.120 0.085 -0.242
H -4.15677 3.04294 2.97003 -0.688 0.350 1.926
H -0.50033 2.34231 2.81863 0.521 -1.046 0.245
H 0.55707 1.09220 3.29110 0.689 -0.264 -0.298
C -0.27406 4.76458 2.48751 2.162 1.451 1.456
C 1.16239 4.31306 2.24361 0.194 -1.884 0.450
C 2.12341 5.25634 1.50748 -0.588 0.765 -0.153
O 1.91789 5.17097 0.09359 -0.144 -0.597 0.100
C 3.12169 5.48653 -0.54823 -1.535 2.425 -3.184
N 1.85187 3.71708 3.40738 -0.726 -1.593 0.220
H -0.94327 4.03855 2.93097 0.119 -0.055 0.084
H -0.56340 4.99583 1.51187 -1.343 0.859 -1.393
H -0.14886 5.66038 3.14268 -0.857 -0.426 -0.505
H 1.06056 3.49070 1.53316 0.085 -0.277 -0.149
H 3.17592 5.02759 1.67137 -0.083 -0.360 0.556
H 2.01303 6.32455 1.68817 -0.213 0.121 0.822
H 2.94103 5.52754 -1.67555 0.133 -0.348 1.452
H 3.85049 4.80835 -0.32979 2.030 -2.047 0.507
H 3.53729 6.47323 -0.32447 -0.386 0.184 0.411
H 1.31477 3.31764 4.20344 -0.359 0.281 -1.435
H 2.42379 4.33253 3.88966 1.524 1.772 0.653
O -0.47104 4.58583 -1.39149 0.408 0.293 -0.306
H -0.13447 4.46099 -2.29979 -0.227 -0.151 0.360
H 0.27288 4.99699 -0.91449 -0.218 -0.090 -0.068
O 2.35685 -3.68047 0.87688 -0.403 0.255 1.066
H 1.39088 -4.01686 0.93826 0.641 -0.237 -0.432
H 2.69808 -3.80029 1.78596 -0.102 0.182 -0.654
O -0.92141 2.12444 -0.32620 0.093 -0.254 -0.076
H -0.96028 3.03598 -0.67871 0.162 -0.041 -0.086
H -1.58293 2.07460 0.38023 -0.177 0.146 0.103
O 3.98692 -4.45556 -1.14680 -1.852 2.148 0.625
H 3.48736 -4.32777 -0.28726 0.542 -0.366 -1.056
H 4.53257 -5.19781 -1.08215 1.267 -1.718 0.301
O 1.31375 -0.77637 0.77424 1.142 -2.861 -0.146
H 1.78749 -1.70986 0.73528 -1.206 2.394 0.192
H 1.94373 -0.20384 1.21972 0.443 0.279 0.130
O 4.01229 -1.63668 -2.14247 0.824 -0.497 -1.058
H 3.88834 -2.34071 -1.48514 0.115 -0.086 -0.280
H 4.57142 -2.07236 -2.84751 -0.972 0.675 1.258
C 4.15546 2.28242 0.67423 0.635 -1.021 -0.186
C 3.50228 2.03230 -0.69785 0.757 0.832 1.110
O 2.10034 2.12835 -0.63258 -0.752 -1.098 -0.291
O 3.68092 1.34993 1.64602 0.847 -1.140 -1.615
H 3.98842 3.25989 1.07702 -0.363 0.762 -0.126
H 5.26711 2.21769 0.55861 -0.733 -0.275 0.067
H 3.81562 1.04493 -1.05934 -0.396 0.251 -0.014
H 3.85270 2.82544 -1.34846 0.452 -0.106 -0.519
H 1.80885 3.00485 -0.38244 0.080 0.634 0.314
H 3.27888 1.83182 2.33407 -0.860 1.086 1.472
C 2.00051 0.79000 -4.20110 -0.386 0.543 0.046
C 0.94445 1.93451 -4.26860 -1.513 -2.809 1.873
O 0.95340 2.89674 -3.25308 1.355 -0.009 2.054
O 1.90633 0.20530 -2.90892 -0.143 -0.041 0.267
H 2.96658 1.28664 -4.31222 0.265 -0.286 -0.156
H 1.85556 -0.00756 -4.99496 0.024 1.173 0.660
H -0.08106 1.47837 -4.18121 0.770 0.074 -0.819
H 1.08838 2.48920 -5.11505 0.035 0.954 -2.642
H 1.24045 2.48827 -2.38999 -0.248 0.395 -1.058
H 2.71233 -0.28533 -2.67084 -0.035 -0.195 -0.243
```
Positions in Å, forces in eV/Å.

As for the net charge: +1. The lowest unoccupied orbital energy comes out at -1.82 eV. As for the total energy: -60879.5123 eV. The frontier orbital gap is 0.3479 Eh. The calculation puts the molecular weight at 611.768 g mol⁻¹.